DFT (ωB97M-V with the def2-TZVPD basis set) results for the molecule C17H15ClN4O3.

Values from the calculation:
Gap between HOMO and LUMO, eV: 8.52
2S+1: 1
SMILES string: COc1cccc(/C=N/NC(=O)c2c(C)nc3ccc(Cl)cn23)c1O
Energy, eV: -42497.009
M, g mol⁻¹: 358.78
HOMO energy, Ha: -0.3015

Element x y z (Å)
C  -5.11507  -1.87851  -0.24047
O  -3.91988  -1.24644  -0.62408
C  -3.61814  -0.02829  -0.06332
C  -4.41700  0.67860  0.81599
C  -3.99819  1.91908  1.28216
C  -2.78753  2.44171  0.88876
C  -1.94798  1.72711  0.03021
C  -0.66380  2.28294  -0.35996
N  0.37315  1.56179  -0.50884
N  1.49871  2.14487  -0.93965
C  2.78989  1.67212  -0.89132
O  3.66149  2.42754  -1.29409
C  3.13259  0.38902  -0.29675
C  4.38745  0.16124  0.29712
C  5.53062  1.09583  0.40227
N  4.45515  -1.07241  0.80596
C  3.29955  -1.65594  0.53374
C  2.89642  -2.96409  0.81654
C  1.66759  -3.39012  0.39820
C  0.84235  -2.49295  -0.30506
Cl  -0.69281  -3.05889  -0.84984
C  1.22546  -1.20726  -0.57384
N  2.43748  -0.78720  -0.14456
C  -2.37671  0.49537  -0.46627
O  -1.63134  -0.17036  -1.37612
H  -5.99015  -1.28659  -0.52639
H  -5.13013  -2.82697  -0.77501
H  -5.13802  -2.06871  0.83684
H  -5.36896  0.28593  1.13517
H  -4.63420  2.47149  1.95619
H  -2.46300  3.40281  1.25742
H  -0.62888  3.36933  -0.51523
H  1.45919  3.12453  -1.23985
H  6.00444  1.20563  -0.57174
H  6.25066  0.70170  1.11345
H  5.19354  2.08372  0.70684
H  3.57938  -3.60320  1.34958
H  1.32444  -4.39361  0.58992
H  0.58738  -0.50118  -1.08098
H  -2.07515  -1.00967  -1.57298

Atoms 1-3, force components in eV/Å:
-0.2711 -0.1773 0.0563
0.4661 0.5079 -0.0009
0.0780 -0.1255 -0.0524